# 1
Formula: C4H10O3
Source: the Open Molecules 2025 dataset
Level of theory: ωB97M-V/def2-TZVPD

Properties
Relative energy (zero: lowest compared OMol25 entry of this formula, charge and spin) in eV: 2.219
E_tot in eV: -10451.02495
Structure (SMILES): C=C/C=C/O.O.O
Kohn-Sham gap in hartree: 0.3418
HOMO in eV: -8.68

Each line ends with the Löwdin charge.
Atoms and positions in Å:
C: -1.6285 2.3096 3.0062  -0.016
C: -1.0437 1.4469 2.1929  -0.193
C: -0.1285 1.9050 1.1281  -0.117
C: 0.8114 1.1632 0.5650  -0.198
O: 1.6346 1.6282 -0.4339  -0.010
H: -2.3617 2.0091 3.7607  0.054
H: -1.5752 3.3855 2.9673  0.053
H: -1.3341 0.3993 2.1720  0.103
H: -0.2611 2.9408 0.8654  0.109
H: 1.0289 0.1477 0.8686  0.122
H: 1.8772 2.5370 -0.2305  0.097
O: 0.7185 -1.6653 -2.7659  -0.060
H: 0.2568 -2.4914 -2.5871  -0.005
H: 0.4209 -1.0301 -2.1073  0.021
O: -0.4343 -4.6550 -2.2114  -0.046
H: -0.2464 -5.5284 -2.5762  0.047
H: -1.0399 -4.7468 -1.4722  0.040

---

# 2
Formula: C4H10O3
Source: the Open Molecules 2025 dataset
Level of theory: ωB97M-V/def2-TZVPD

Properties
Relative energy (zero: lowest compared OMol25 entry of this formula, charge and spin) in eV: 0.688
E_tot in eV: -10452.55571
Structure (SMILES): CCOC(C)=O.O
Kohn-Sham gap in hartree: 0.4175
HOMO in eV: -10.50

Each line ends with the Löwdin charge.
Atoms and positions in Å:
C: 0.0000 0.0000 0.0000  -0.068
C: -1.4177 -0.4518 -0.2291  -0.276
O: -1.8470 -0.2005 -1.5120  0.005
C: -1.8138 -1.1995 -2.3742  -0.520
C: -1.7329 -0.6988 -3.7924  0.016
O: -1.7596 -2.4086 -2.1195  0.066
H: 0.3055 0.0632 1.0580  0.086
H: 0.1811 0.9777 -0.4774  0.086
H: 0.6248 -0.7578 -0.5020  0.083
H: -1.5939 -1.4915 0.1079  0.127
H: -2.0200 0.2174 0.4151  0.130
H: -0.9502 -1.2691 -4.3204  0.095
H: -1.4189 0.3569 -3.7323  0.087
H: -2.6655 -0.7557 -4.3785  0.094
O: -3.5860 -4.0218 0.8943  -0.092
H: -3.1723 -3.9205 0.0073  0.035
H: -3.2953 -4.9096 1.2036  0.047

---

# 3
Formula: C4H10O3
Source: the Open Molecules 2025 dataset
Level of theory: ωB97M-V/def2-TZVPD

Properties
Relative energy (zero: lowest compared OMol25 entry of this formula, charge and spin) in eV: 2.607
E_tot in eV: -10450.63679
Structure (SMILES): C=CC(=C)O.O.O
Kohn-Sham gap in hartree: 0.3396
HOMO in eV: -8.83

Each line ends with the Löwdin charge.
Atoms and positions in Å:
C: -1.3030 2.2424 0.2140  0.053
C: -1.1158 0.9758 0.5730  -0.106
C: -1.2408 -0.0999 -0.4238  -0.429
C: -1.2616 -1.3766 0.0067  -0.001
O: -1.2227 0.1898 -1.7534  0.056
H: -1.4123 2.4915 -0.8378  0.066
H: -1.5476 3.1037 0.8249  0.062
H: -0.8087 0.5201 1.5043  0.111
H: -1.8797 -2.1150 -0.5122  0.072
H: -0.9268 -1.7969 0.9411  0.065
H: -1.4137 -0.6531 -2.2041  0.121
O: 1.7130 -1.4496 -0.1062  -0.047
H: 0.8072 -1.4627 -0.4401  0.003
H: 1.8275 -2.2641 0.3802  0.051
O: 3.2241 0.9143 0.4033  -0.091
H: 2.6822 0.0935 0.3553  -0.010
H: 3.8785 0.6866 1.0749  0.024

---

# 4
Formula: C4H10O3S
Source: the Open Molecules 2025 dataset
Level of theory: ωB97M-V/def2-TZVPD

Properties
Relative energy (zero: lowest compared OMol25 entry of this formula, charge and spin) in eV: 0.770
E_tot in eV: -21287.61733
Structure (SMILES): O=C(O)CCCS.O
Kohn-Sham gap in hartree: 0.3537
HOMO in eV: -9.27

Each line ends with the Löwdin charge.
Atoms and positions in Å:
O: -0.3169 -0.0577 2.8879  0.133
C: -0.0038 -0.0320 1.7380  -0.500
O: 0.9434 0.8290 1.1649  0.041
C: -0.5844 -0.9218 0.6853  -0.134
C: -1.4944 -0.3535 -0.3540  -0.285
C: -0.6578 0.4123 -1.3151  -0.556
S: -1.6557 1.1020 -2.7514  0.649
H: 1.2627 1.4087 1.8919  0.139
H: 0.2355 -1.4838 0.2437  0.119
H: -1.2043 -1.6607 1.3957  0.176
H: -2.3389 0.1760 0.0838  0.125
H: -1.9891 -1.1553 -0.8361  0.100
H: -0.0669 1.2637 -0.8861  0.079
H: 0.1346 -0.1521 -1.7626  0.060
H: -1.5214 2.4292 -2.3010  -0.118
O: 3.2001 -0.9158 -0.0210  -0.056
H: 3.7442 -0.1882 -0.2317  0.007
H: 2.3131 -0.6999 0.3680  0.020

---

# 5
Formula: C4H10O3S
Source: the Open Molecules 2025 dataset
Level of theory: ωB97M-V/def2-TZVPD

Properties
Relative energy (zero: lowest compared OMol25 entry of this formula, charge and spin) in eV: 1.010
E_tot in eV: -21287.37687
Structure (SMILES): O=C(O)CCCS.O
Kohn-Sham gap in hartree: 0.3478
HOMO in eV: -9.21

Each line ends with the Löwdin charge.
Atoms and positions in Å:
O: -2.8492 -1.0983 0.2062  0.132
C: -1.7620 -0.6147 0.1613  -0.486
O: -0.6231 -1.3520 0.0073  0.047
C: -1.3759 0.8608 0.3375  -0.085
C: -0.0373 1.0654 1.0459  -0.294
C: 1.1414 1.0463 0.1117  -0.540
S: 2.6443 1.8408 0.8869  0.679
H: -0.4549 -2.2439 0.3201  0.135
H: -1.4634 1.4981 -0.5413  0.130
H: -2.1701 1.2334 0.9937  0.123
H: 0.1949 0.4215 1.8997  0.117
H: -0.1051 1.9692 1.6578  0.102
H: 1.5861 0.0598 0.0060  0.045
H: 1.0044 1.3554 -0.9212  0.078
H: 3.4157 0.7462 0.9201  -0.163
O: 0.3386 -2.0390 -2.6176  -0.053
H: -0.3999 -1.9679 -2.0046  0.008
H: 0.9155 -2.7809 -2.4694  0.026

---

# 6
Formula: C4H10O4
Source: the Open Molecules 2025 dataset
Level of theory: ωB97M-V/def2-TZVPD

Properties
Relative energy (zero: lowest compared OMol25 entry of this formula, charge and spin) in eV: 0.970
E_tot in eV: -12499.63576
Structure (SMILES): O=C(O)CCCO.O
Kohn-Sham gap in hartree: 0.4024
HOMO in eV: -10.38

Each line ends with the Löwdin charge.
Atoms and positions in Å:
O: -0.8004 0.2830 -1.6165  0.100
C: 0.1997 0.7865 -1.1638  -0.541
O: 0.5171 2.0679 -1.5075  0.096
C: 1.1938 0.2672 -0.2006  -0.093
C: 0.5921 -0.2362 1.1246  -0.161
C: -0.8887 -0.0890 1.5159  -0.203
O: -1.2124 1.3217 1.3059  -0.093
H: -0.2413 2.3647 -2.0420  0.130
H: 1.8074 -0.4712 -0.7326  0.133
H: 1.9083 1.0346 0.0937  0.124
H: 1.0740 0.2759 1.9523  0.105
H: 1.0666 -1.2460 1.2779  0.110
H: -1.2083 -0.2289 2.5334  0.110
H: -1.6306 -0.5899 0.8321  0.122
H: -1.3654 1.4150 0.3624  0.048
O: 0.4607 -3.6493 0.2833  -0.063
H: 0.4758 -3.1662 -0.5584  0.038
H: -0.4946 -3.6870 0.4266  0.040

---

# 7
Formula: C4H10O4
Source: the Open Molecules 2025 dataset
Level of theory: ωB97M-V/def2-TZVPD

Properties
Total charge: +1
Relative energy (zero: lowest compared OMol25 entry of this formula, charge and spin) in eV: 6.417
E_tot in eV: -12483.47558
Kohn-Sham gap (alpha / beta) in hartree: 0.1428 / 0.1724
Multiplicity: 2
HOMO (alpha / beta) in eV: -13.16 / -14.26

Each line ends with the Löwdin charge.
Atoms and positions in Å:
C: 1.7576 1.2278 0.0694  0.160
C: 0.4718 0.5013 0.1835  -0.196
C: 0.1234 -0.4433 -0.8680  -0.172
O: -0.1442 -1.8266 -0.4608  0.085
C: 3.0021 0.4626 -0.1068  -0.161
O: 3.0738 -0.7970 0.0251  0.108
H: 0.9987 -0.5948 -1.6473  0.188
H: 1.8476 2.3417 -0.0508  0.158
H: -0.4821 1.0990 0.3568  0.147
H: 0.5550 -0.0365 1.1270  0.154
H: -0.8311 -0.2022 -1.4309  0.164
H: 3.8301 1.1842 -0.2957  0.140
H: -2.6506 -0.0505 0.4034  0.057
H: -3.7730 -0.2877 -0.6996  0.128
O: -3.0033 0.3673 -0.5944  0.044
H: -0.6033 -1.7087 0.3738  0.061
H: -2.4241 -0.6890 2.1936  0.108
O: -1.7482 -0.5478 1.4217  -0.174

---

# 8
Formula: C4H10OS
Source: the Open Molecules 2025 dataset
Level of theory: ωB97M-V/def2-TZVPD

Properties
Relative energy (zero: lowest compared OMol25 entry of this formula, charge and spin) in eV: 2.057
E_tot in eV: -17190.76787
Structure (SMILES): C1CCSC1.O
Kohn-Sham gap in hartree: 0.3219
HOMO in eV: -8.09

Each line ends with the Löwdin charge.
Atoms and positions in Å:
C: -0.4122 0.6106 -0.4527  -0.220
C: 1.0246 1.0663 -0.6087  -0.283
C: 1.9423 -0.1371 -0.6303  -0.583
S: 1.2403 -1.4835 0.2117  0.851
C: -0.3890 -0.6495 0.4962  -0.473
H: -0.7824 0.4729 -1.4868  0.115
H: -1.0641 1.3564 0.0416  0.110
H: 1.3167 1.7020 0.2492  0.115
H: 1.2435 1.6306 -1.5356  0.115
H: 2.9681 0.1434 -0.3228  0.084
H: 1.9875 -0.4767 -1.6829  0.067
H: -1.0864 -1.4117 0.0986  0.049
H: -0.7180 -0.3947 1.5220  0.068
O: -2.2333 -0.8658 1.7155  -0.125
H: -2.9507 -0.2218 1.5184  0.085
H: -2.0868 -1.3414 0.8666  0.023